7
Properties=species:S:1:pos:R:3:nbo_charge:R:1 method="wB97M-V/def2-TZVPD" homo_lumo_gap_ev=7.10 lumo_energy_ev=-0.19 multiplicity=1 homo_energy_ev=-7.298
C 0.02898 -0.70074 -0.94978 -0.249
N -0.20195 -1.62089 -1.76370 -0.739
P -0.36259 -2.83983 -2.58141 0.610
I 0.13320 3.14416 2.72761 -0.087
H 0.91171 0.00697 -0.96464 0.191
H -0.75219 -0.20826 -0.38895 0.188
H 0.24283 2.21859 3.92088 0.087